Entry A
A cluster of 2 separate species, C5H7NO4 in total. Source: OMol25; level of theory: wB97M-V/def2-TZVPD.

The orbital gap is 8.05 eV. As for the structure (SMILES): Oc1c[nH]c(O)c1.O=CO.

The geometry in XYZ format:
```
17
Properties=species:S:1:pos:R:3:nbo_charge:R:1
O -0.45 1.61 -5.27 -0.6697
O 4.21 0.96 2.56 -0.6793
O 4.10 2.55 0.98 -0.5847
O 1.68 2.31 -0.95 -0.6735
N -1.10 2.20 -3.13 -0.5292
C 1.11 1.99 -3.37 -0.4788
C 0.80 2.27 -2.01 0.2584
C 4.73 1.80 1.69 0.6447
C -0.11 1.93 -4.01 0.4578
C -0.55 2.45 -1.88 -0.1931
H 2.10 1.85 -3.82 0.2186
H 2.54 1.96 -1.21 0.4823
H -2.08 2.18 -3.35 0.4173
H -1.17 2.70 -1.02 0.2169
H 3.24 0.85 2.43 0.5049
H 5.83 1.68 1.62 0.1150
H 0.31 1.27 -5.76 0.4924
```



Entry B
An isolated molecule of C5H7NO4. Source: OMol25; level of theory: wB97M-V/def2-TZVPD.

The orbital gap is 11.28 eV. As for the structure (SMILES): N#C[C@H](O)[C@H]1OCO[C@H]1O.

The geometry in XYZ format:
```
17
Properties=species:S:1:pos:R:3:nbo_charge:R:1
O 1.82 -0.82 0.08 -0.7112
O -0.52 1.64 -1.86 -0.6756
O -0.11 -1.99 0.72 -0.5652
O -1.48 -0.44 -0.30 -0.5394
N 1.88 3.09 0.03 -0.3019
C 1.22 2.23 -0.37 0.2383
C -0.47 0.35 0.19 0.0405
C -1.43 -1.79 0.45 0.2417
C 0.63 -0.59 0.71 0.3745
C 0.40 1.13 -0.95 -0.0078
H 0.78 -0.39 1.79 0.1559
H -2.02 -1.67 1.38 0.1430
H 1.07 0.52 -1.56 0.2496
H -0.79 1.08 0.96 0.1903
H -1.83 -2.56 -0.22 0.1855
H -1.34 1.87 -1.39 0.4729
H 2.20 -1.67 0.34 0.5089
```



In kcal/mol, relative to the most stable structure: entry A 0.0; entry B 42.6.



Entry A
An isolated molecule of C5H7NO4. Source: OMol25; level of theory: wB97M-V/def2-TZVPD.

The orbital gap is 10.31 eV. As for the structure (SMILES): O=CN[C@]1(C(=O)O)C[C@H]1O.

The geometry in XYZ format:
```
17
Properties=species:S:1:pos:R:3:nbo_charge:R:1
O -2.55 -0.45 -2.09 -0.5704
O 2.40 -0.89 -1.12 -0.7399
O 1.55 1.14 0.04 -0.7802
O 0.61 1.41 -2.13 -0.4727
N -1.10 -0.92 -0.40 -0.6216
C 0.43 -1.74 -2.28 -0.3936
C 0.07 -0.75 -1.17 -0.0767
C -2.33 -0.66 -0.91 0.5325
C 1.26 -1.71 -1.07 0.1039
C 0.76 0.58 -1.27 0.8298
H 2.49 -0.12 -0.22 0.5209
H -0.28 -2.56 -2.41 0.2452
H 1.20 0.66 0.80 0.4667
H 1.21 -2.48 -0.29 0.1827
H 0.85 -1.31 -3.20 0.2545
H -1.04 -1.38 0.50 0.4019
H -3.13 -0.70 -0.15 0.1168
```



Entry B
An isolated molecule of C5H7NO4. Source: OMol25; level of theory: wB97M-V/def2-TZVPD.

The orbital gap is 9.32 eV. As for the structure (SMILES): [H]/N=C(\O)C(=O)C(=O)COC.

The geometry in XYZ format:
```
17
Properties=species:S:1:pos:R:3:nbo_charge:R:1
O -3.30 -0.44 0.16 -0.7037
O -0.61 -1.72 -1.53 -0.4374
O 1.75 0.98 0.80 -0.5111
O -0.50 1.56 -0.64 -0.4427
N -3.22 0.03 -2.03 -0.5788
C -1.06 -0.70 -1.07 0.4131
C -2.53 -0.43 -1.09 0.4243
C 1.12 -0.06 0.13 -0.1633
C -0.15 0.41 -0.51 0.4676
C 2.94 0.59 1.44 -0.2489
H 1.76 -0.49 -0.67 0.2132
H 0.87 -0.90 0.81 0.1873
H -2.65 -0.54 0.87 0.4696
H 3.37 1.48 1.91 0.2045
H 2.74 -0.17 2.21 0.1676
H -4.19 0.23 -1.51 0.3684
H 3.66 0.18 0.71 0.1703
```



Entry C
An isolated molecule of C5H7NO4. Source: OMol25; level of theory: wB97M-V/def2-TZVPD.

The orbital gap is 10.53 eV. As for the structure (SMILES): [H]/N=C(/O)[C@@H]1O[C@@H](C=O)[C@@H]1O.

The geometry in XYZ format:
```
17
Properties=species:S:1:pos:R:3:nbo_charge:R:1
O -0.01 1.72 0.59 -0.6931
O 0.32 -1.37 -0.21 -0.5091
O -2.73 0.54 -0.44 -0.6938
O 3.53 0.11 0.34 -0.4960
N -2.17 -1.01 1.10 -0.6745
C 2.64 -0.55 -0.11 0.4164
C 1.21 -0.39 0.34 -0.0346
C -0.58 -0.39 -0.70 -0.0109
C -1.89 -0.38 0.04 0.5303
C 0.40 0.76 -0.31 0.0963
H 1.16 -0.35 1.44 0.2174
H 0.89 1.20 -1.19 0.1810
H -0.77 -0.49 -1.78 0.2032
H -3.09 1.02 0.34 0.5047
H 2.80 -1.30 -0.92 0.1214
H -0.31 2.50 0.13 0.4840
H -1.40 -1.63 1.35 0.3572
```



In kcal/mol, relative to the most stable structure: entry A 25.2; entry B 17.3; entry C 0.0.